1.
Density functional theory data (ωB97M-V/def2-TZVPD) for a single C5H13NS molecule.

**Energy relative to the best compared isomer or geometry (same formula, charge and spin)**: 27.8 kcal/mol
**E_HOMO**: -8.5 eV
**Kohn-Sham gap**: 9.4 eV
**SMILES string**: CN(C)CCCS

Each atom is followed by the atoms it is bonded to, with distances in Å.
Atoms and positions in Å:
1 N 0.31 0.07 1.11  C11 1.472, C13 1.452, C16 1.465
2 H -1.39 0.39 2.47  C13 1.129
3 H 1.75 0.24 2.71  C16 1.099
4 H -0.57 -0.97 2.98  C13 1.118
5 H -0.42 -1.36 -2.21  C20 1.099
6 H 0.27 0.21 -2.84  C20 1.094
7 H 2.16 1.13 1.25  C16 1.107
8 H 1.89 -1.08 -1.58  C18 1.100
9 S -1.40 0.69 -1.23  H17 1.385, C20 1.820
10 H 0.20 -1.87 0.09  C11 1.098
11 C 0.87 -1.02 0.29  N1 1.472, H10 1.098, C18 1.530, H19 1.074
12 H 0.78 1.69 2.27  C16 1.092
13 C -0.70 -0.40 2.03  N1 1.452, H2 1.129, H4 1.118, H14 1.097
14 H -1.31 -1.03 1.37  C13 1.097
15 H 1.63 0.62 -1.02  C18 1.122
16 C 1.31 0.82 1.88  N1 1.465, H3 1.099, H7 1.107, H12 1.092
17 H -2.24 0.60 -2.32  S9 1.385
18 C 1.19 -0.41 -1.07  H8 1.100, C11 1.530, H15 1.122, C20 1.555
19 H 1.73 -1.38 0.82  C11 1.074
20 C -0.09 -0.34 -1.96  H5 1.099, H6 1.094, S9 1.820, C18 1.555

2.
Density functional theory data (ωB97M-V/def2-TZVPD) for a 2-piece molecular cluster, C7H11N3O3 overall.

**Energy relative to the best compared isomer or geometry (same formula, charge and spin)**: 0.0 kcal/mol
**E_HOMO**: -9.3 eV
**Kohn-Sham gap**: 10.0 eV
**SMILES string**: O=c1cc[nH]c(=O)[nH]1.CNC(C)=O

Each atom is followed by the atoms it is bonded to, with distances in Å.
Atoms and positions in Å:
1 H -1.07 -2.72 -1.04  C3 1.123
2 H 0.90 -0.93 2.51  C6 1.099
3 C -0.51 -1.76 -1.20  H1 1.123, H4 1.103, H5 1.174, C17 1.478
4 H 0.48 -1.81 -0.73  C3 1.103
5 H -0.53 -1.56 -2.35  C3 1.174
6 C 1.18 -0.40 1.59  H2 1.099, C10 1.342, N23 1.360
7 O 0.07 2.48 -0.19  C14 1.208
8 C -2.50 1.07 0.04  N11 1.400, H12 1.108, H15 1.043, H21 1.159
9 O 3.72 -0.11 -0.84  C22 1.207
10 C 2.24 -0.79 0.87  C6 1.342, H16 1.082, C22 1.453
11 N -1.83 0.16 -0.78  C8 1.400, H13 1.044, C17 1.342
12 H -3.60 1.06 -0.08  C8 1.108
13 H -1.78 0.31 -1.82  N11 1.044
14 C 0.69 1.50 0.14  O7 1.208, N18 1.386, N23 1.430
15 H -2.07 2.01 -0.10  C8 1.043
16 H 2.78 -1.71 1.07  C10 1.082
17 C -1.29 -0.94 -0.24  C3 1.478, N11 1.342, O19 1.187
18 N 1.77 1.02 -0.58  C14 1.386, H20 1.039, C22 1.387
19 O -1.39 -1.19 0.92  C17 1.187
20 H 2.09 1.73 -1.27  N18 1.039
21 H -2.17 0.85 1.13  C8 1.159
22 C 2.69 0.05 -0.23  O9 1.207, C10 1.453, N18 1.387
23 N 0.42 0.69 1.29  C6 1.360, C14 1.430, H24 1.007
24 H -0.30 1.01 1.91  N23 1.007